i) 36
Properties=species:S:1:pos:R:3 method="wB97M-V/def2-TZVPD" charge=+3 multiplicity=6 homo_lumo_gap_ev="9.3 / 4.4" s_squared=8.775 e_homo_ev="-19.07 / -19.11" lumo_energy_ev="-9.7 / -14.7"
I 4.29193 -2.66179 -2.72581
I 1.95896 -2.09179 1.97525
Ir 0.15601 -0.20919 0.22813
P 1.48887 1.56879 0.52738
C 3.33678 1.21148 0.60772
C 1.35088 2.87710 -0.68210
H 1.95489 3.76332 -0.44634
H 1.69285 3.15482 2.35822
H 0.27886 3.13411 -0.66506
H 0.03976 2.52305 2.04053
H 3.65413 0.87162 -0.35605
H 1.61859 2.49509 -1.70123
C 1.09598 2.27492 2.12329
H 3.83792 2.14196 0.87574
H 1.22807 1.49306 2.90251
H 3.49437 0.44628 1.34262
P -1.32070 -1.72964 -0.45834
C -0.64419 -3.45836 -0.78415
C -2.50800 -1.95583 0.86049
H -2.69083 -0.35895 -1.71575
H -3.00880 -2.07734 -2.18922
H -1.52859 -1.22133 -2.81272
C -2.22960 -1.33841 -1.94328
H -2.93062 -0.95977 1.00089
H -3.28220 -2.68524 0.61047
H -1.49640 -4.10714 -0.98601
H -0.10447 -3.77818 0.08479
H -1.96632 -2.25988 1.78616
H 0.00563 -3.41410 -1.63202
C 1.52899 -1.28415 -0.37186
O 2.37566 -1.95547 -0.83469
C -2.36822 1.95037 0.13842
O -1.37667 1.06336 0.60090
H -3.00516 1.53264 -0.61438
H -1.94926 2.86839 -0.23708
H -2.97912 2.17623 1.09258

ii) 36
Properties=species:S:1:pos:R:3 method="wB97M-V/def2-TZVPD" charge=+3 multiplicity=6 homo_lumo_gap_ev="8.7 / 5.4" s_squared=8.767 e_homo_ev="-18.94 / -18.87" lumo_energy_ev="-10.2 / -13.5"
I -0.00274 -1.64227 -5.44835
I -0.00404 1.63529 -5.25418
Ir -0.00061 -0.00800 -0.04109
P -2.31175 0.00912 0.06584
C -3.19013 -0.05546 -1.51385
C -2.86515 -1.40199 1.09178
H -3.96087 -1.35008 1.18815
H -3.94070 1.46718 1.10167
H -2.41717 -1.42851 2.10168
H -2.36587 1.59550 1.96042
H -2.91810 -0.97460 -2.05610
H -2.60064 -2.33008 0.56287
C -2.84782 1.50455 0.97145
H -4.28052 -0.04372 -1.33922
H -2.58976 2.38616 0.36585
H -2.90938 0.81216 -2.13078
P 2.31152 -0.00427 0.07282
C 3.19539 -0.07154 -1.50378
C 2.85302 1.48633 0.98309
H 2.40101 -1.44567 2.10696
H 3.94804 -1.37508 1.19831
H 2.58406 -2.34578 0.56703
C 2.85234 -1.42025 1.09851
H 2.36719 1.57953 1.97004
H 3.94502 1.44102 1.11823
H 4.28512 -0.06428 -1.32505
H 2.92064 0.79774 -2.12104
H 2.60411 2.37037 0.37713
H 2.92175 -0.98916 -2.04762
C 0.00611 -0.10838 -1.83407
O 0.01314 -0.16834 -2.99243
C 0.00049 0.02202 3.28779
O -0.00988 0.12221 1.90316
H 0.90634 -0.51978 3.56905
H -0.90197 -0.52008 3.57890
H 0.00169 1.04264 3.65480

Short version: ii) is the most stable of them.

i) 16
Properties=species:S:1:pos:R:3 method="wB97M-V/def2-TZVPD" multiplicity=1 homo_lumo_gap_ev=10.9 smiles=CC[C@@H](O)CO e_homo_ev=-10.11 lumo_energy_ev=0.8
C -0.36771 -0.68984 2.09417
C 0.05608 -0.79627 0.64123
C 0.09071 0.53452 -0.07933
O 1.03228 1.39395 0.52644
C 0.45161 0.27634 -1.51825
O 0.48723 1.47764 -2.26689
H -0.36642 -1.67352 2.57162
H 0.31594 -0.03288 2.63736
H -1.37781 -0.27246 2.17451
H 1.05725 -1.23784 0.55896
H -0.62732 -1.45264 0.08364
H -0.91150 1.00395 -0.06548
H 1.10069 2.16970 -0.04928
H -0.35603 -0.30646 -1.98191
H 1.40111 -0.25525 -1.63724
H -0.18551 1.16497 -2.86734

ii) 16
Properties=species:S:1:pos:R:3 method="wB97M-V/def2-TZVPD" multiplicity=1 homo_lumo_gap_ev=10.9 smiles="CC(=O)CCO.[H][H]" e_homo_ev=-9.96 lumo_energy_ev=0.9
C 1.76804 -0.86672 -0.72920
C 0.81198 -0.14080 0.18151
O 0.90396 -0.26969 1.39234
C -0.14930 0.87029 -0.41342
C -1.44627 1.04428 0.43198
O -1.67822 -0.00096 1.34931
H 2.10527 -1.78497 -0.24493
H 1.36492 -1.08253 -1.72290
H 2.63379 -0.20625 -0.84277
H -0.36392 0.63594 -1.46140
H 0.41389 1.81274 -0.40744
H -2.31727 1.07913 -0.22964
H -1.41025 1.99290 0.97577
H -0.81546 -0.12951 1.79560
H -0.66207 -1.62731 -0.27885
H -1.15907 -1.32654 0.20406

iii) 16
Properties=species:S:1:pos:R:3 method="wB97M-V/def2-TZVPD" multiplicity=1 homo_lumo_gap_ev=10.7 smiles="C[C@H](C=O)CO.[H][H]" e_homo_ev=-10.03 lumo_energy_ev=0.7
C -1.57953 -0.73328 0.11639
C -0.50296 0.30220 -0.21935
C 0.45003 -0.09865 -1.32630
O 1.49381 0.47672 -1.56433
C 0.19051 0.83514 1.05127
O 1.09081 1.87417 0.78329
H -2.06465 -1.12594 -0.78365
H -1.18868 -1.58341 0.69146
H -2.35862 -0.26366 0.72782
H -0.97504 1.16472 -0.71124
H 0.12690 -0.96345 -1.95219
H -0.57643 1.23952 1.72483
H 0.67303 -0.00047 1.59127
H 1.62219 1.57783 0.02650
H 1.56715 -1.57952 0.09571
H 2.03148 -1.12192 -0.25149

Short version: i) is the most stable of them.

i) 9
Properties=species:S:1:pos:R:3 method="wB97M-V/def2-TZVPD" charge=-1 multiplicity=1 homo_lumo_gap_ev=7.0 e_homo_ev=-3.62 lumo_energy_ev=3.4
C -0.23986 -1.21266 0.17512
C 1.37957 -0.19786 0.33889
C -1.07853 0.85521 -0.22333
N -1.25428 -0.54328 -0.17012
O -0.22227 -2.42853 0.15724
S 2.83986 -0.61328 0.65814
S 0.92655 1.18413 -0.44864
H -1.54822 1.48766 -1.10374
H -0.80283 1.46861 0.61643

ii) 9
Properties=species:S:1:pos:R:3 method="wB97M-V/def2-TZVPD" charge=-1 multiplicity=1 homo_lumo_gap_ev=6.4 smiles="[O-]/N=C/SC=C=S" e_homo_ev=-3.03 lumo_energy_ev=3.3
O 0.34776 2.93020 -0.31212
N 0.14183 1.70704 -0.20098
C 0.35095 0.69276 -0.97326
S 0.08814 -0.87460 -0.40910
C -0.59104 -0.37969 1.20501
C -0.49734 0.88446 1.51350
S -0.88269 1.97487 2.59937
H 0.77968 0.68800 -1.95207
H -0.64295 -1.02760 2.16518

Short version: i) is the most stable of them.

i) 22
Properties=species:S:1:pos:R:3 method="wB97M-V/def2-TZVPD" multiplicity=1 homo_lumo_gap_ev=8.7 e_homo_ev=-8.40 lumo_energy_ev=0.3
C -1.78539 0.28915 -0.18471
C -2.73302 -0.73093 -0.80378
O -1.27107 -0.20986 1.08433
O -0.71791 0.54051 -1.00188
H -2.01510 -0.37671 1.67381
H 0.44830 -0.11211 -0.55358
H -2.33510 1.22635 0.03366
H -3.09825 -0.35670 -1.76086
H -2.19133 -1.66209 -0.97626
H -3.59181 -0.92323 -0.15405
C 1.20331 2.08885 0.13253
C 2.00215 -1.67379 0.35623
C 1.62419 0.82230 0.62847
C 1.71668 -0.29838 -0.20279
H 1.51002 0.64300 1.69496
H 2.13032 -0.10953 -1.19526
H 1.10847 2.88842 0.85959
H 1.65311 2.40951 -0.80654
H 3.07156 -1.83519 0.51329
H 1.48573 -1.81688 1.30652
H 0.13158 1.64096 -0.30998
H 1.65356 -2.44365 -0.33369

ii) 22
Properties=species:S:1:pos:R:3 method="wB97M-V/def2-TZVPD" multiplicity=1 homo_lumo_gap_ev=4.8 e_homo_ev=-7.39 lumo_energy_ev=-2.6
C 3.30224 -0.07621 0.07576
C 1.90573 -0.44505 0.43452
C 0.15132 -0.38641 0.70680
C -0.41541 0.67342 1.52118
C 0.50822 -1.06772 -1.66776
C 0.88487 -0.09036 -0.55242
H 3.28325 0.60604 -0.75850
H 3.94561 -0.95349 0.02370
H 3.72726 0.52594 0.89324
H 0.00361 -1.40580 1.04497
H -1.07155 0.31343 2.31021
H -1.08015 1.27980 0.85441
H 0.32890 1.29723 2.03410
H 0.43718 -2.03851 -1.19972
H 1.34053 -1.12684 -2.38119
H 1.00833 0.99223 -0.68598
H -2.49908 2.02522 -1.13012
H -0.33116 -0.70686 -2.25740
O -2.03437 1.20061 -0.94678
H -3.52479 -0.86056 0.17966
H -2.56572 0.54408 0.05701
O -3.07516 -0.22402 0.69386

Short version: i) is the most stable of them.